(1)
{
  "formula": "C3H5O2Se",
  "method": "ωB97M-V/def2-TZVPD",
  "symbols": ["C", "C", "C", "O", "O", "Se", "H", "H", "H", "H", "H"],
  "coordinates": [[3.580, 0.081, 0.143], [-3.456, -0.099, -0.042], [2.148, -0.038, 0.056], [4.589, 0.296, 0.723], [3.128, -0.290, -1.024], [-1.952, 1.127, -0.015], [-3.789, -0.224, -1.070], [-3.138, -1.054, 0.367], [-4.258, 0.321, 0.561], [1.651, -0.933, 0.406], [1.498, 0.813, -0.105]],
  "charge": -1,
  "e_homo_ev": -2.3,
  "e_above_lowest_kj_mol": 158.2,
  "largest_force_ev_per_a": 1.672
}

(2)
{
  "formula": "C4H9NO",
  "method": "ωB97M-V/def2-TZVPD",
  "symbols": ["C", "C", "C", "N", "O", "C", "H", "H", "H", "H", "H", "H", "H", "H", "H"],
  "coordinates": [[-0.876, -0.908, -1.251], [-0.212, 0.389, -0.784], [0.471, 0.436, 0.903], [1.196, -0.562, 1.243], [1.952, -1.090, 0.162], [-0.237, 1.398, 1.600], [-0.353, -1.757, -0.806], [-1.933, -0.964, -0.973], [-0.804, -1.001, -2.339], [0.821, 0.385, -1.152], [-0.657, 1.308, -1.192], [2.237, -1.939, 0.523], [-0.032, 1.571, 2.654], [-0.723, 2.200, 1.063], [-0.850, 0.534, 0.349]],
  "e_homo_ev": -7.7,
  "e_above_lowest_kj_mol": 699.8,
  "largest_force_ev_per_a": 0.534
}

(3)
{
  "formula": "H18O9",
  "method": "ωB97M-V/def2-TZVPD",
  "symbols": ["O", "H", "H", "O", "H", "H", "O", "H", "H", "O", "H", "H", "O", "H", "H", "O", "H", "H", "O", "H", "H", "O", "H", "H", "O", "H", "H"],
  "coordinates": [[1.828, 0.225, 1.687], [1.671, 0.404, 2.633], [1.223, -0.386, 1.302], [-1.780, 0.321, 1.714], [-2.647, -0.114, 1.902], [-1.926, 1.276, 1.644], [-1.325, -2.644, -1.239], [-0.927, -2.598, -2.111], [-0.882, -1.869, -0.794], [3.537, -0.156, -0.810], [2.594, -0.024, -0.542], [4.013, -0.267, 0.006], [-2.303, 0.269, -2.698], [-2.315, 0.460, -3.647], [-2.036, -0.645, -2.796], [-0.139, -0.574, -0.082], [-0.861, -0.088, 0.375], [0.070, -0.056, -0.856], [0.755, 0.141, -2.706], [0.301, 0.817, -3.189], [1.482, -0.196, -3.181], [-0.949, -0.980, 3.769], [-1.107, -0.388, 3.024], [-1.318, -0.569, 4.512], [1.343, 2.751, 0.811], [0.660, 2.994, 0.229], [1.037, 1.891, 1.038]],
  "e_homo_ev": -10.8,
  "e_above_lowest_kj_mol": 250.8,
  "largest_force_ev_per_a": 2.219,
  "smiles": "O.O.O.O.O.O.O.O.O"
}

(4)
{
  "formula": "HN2O3S",
  "method": "ωB97M-V/def2-TZVPD",
  "symbols": ["N", "N", "O", "O", "O", "S", "H"],
  "coordinates": [[0.221, -1.776, -0.810], [0.647, -1.402, 0.159], [1.218, -1.109, 1.110], [1.179, 1.924, -0.920], [-1.731, -0.026, 0.635], [0.028, 2.116, 0.115], [-1.563, 0.272, -0.289]],
  "charge": -1,
  "e_homo_ev": [-3.4, -3.5],
  "e_above_lowest_kj_mol": 574.6,
  "largest_force_ev_per_a": 4.001
}

(5)
{
  "formula": "C4H5O6Sm",
  "method": "ωB97M-V/def2-TZVPD",
  "symbols": ["O", "C", "O", "O", "Sm", "C", "C", "H", "H", "H", "O", "C", "O", "O", "H", "H"],
  "coordinates": [[0.832, 2.274, 0.435], [-0.392, 1.988, 0.473], [-1.220, 2.731, 1.062], [-0.888, 0.929, -0.166], [0.404, 4.808, 1.637], [0.273, 0.422, -1.624], [-0.372, -0.558, -0.706], [-0.397, 0.836, -2.386], [1.306, 0.672, -1.364], [-1.332, -1.021, -0.934], [0.491, -1.119, 0.263], [0.069, -2.213, 0.888], [-0.989, -2.767, 0.725], [1.046, -2.638, 1.676], [0.812, -3.499, 2.046], [0.355, -0.844, -2.025]],
  "charge": 1,
  "e_homo_ev": [-10.6, -10.6],
  "s_squared": 12.01,
  "e_above_lowest_kj_mol": 466.7,
  "largest_force_ev_per_a": 9.563,
  "multiplicity": 7
}

(6)
{
  "formula": "C30H20BiBr4FN3O7S2",
  "method": "ωB97M-V/def2-TZVPD",
  "symbols": ["Bi", "Br", "C", "C", "Br", "C", "Br", "C", "O", "C", "O", "C", "Br", "C", "C", "C", "C", "C", "C", "C", "F", "C", "C", "C", "O", "C", "C", "N", "C", "C", "O", "O", "H", "H", "H", "H", "H", "H", "H", "H", "H", "H", "H", "O", "C", "C", "C", "C", "C", "C", "C", "O", "N", "N", "C", "S", "C", "C", "S", "H", "H", "H", "H", "H", "H", "H", "H", "H"],
  "coordinates": [[0.069, -0.023, 0.022], [-4.105, -4.181, -3.842], [-3.463, -3.119, -2.423], [-4.008, -3.241, -1.157], [-5.404, -4.475, -0.833], [-3.527, -2.438, -0.129], [-4.294, -2.508, 1.595], [-2.476, -1.543, -0.310], [-2.023, -0.789, 0.638], [-1.902, -1.446, -1.614], [-0.900, -0.618, -1.827], [-2.437, -2.201, -2.638], [-1.720, -1.914, -4.359], [1.487, -0.409, -7.322], [1.426, 1.079, -6.988], [0.427, 1.773, -7.915], [0.340, 3.251, -7.564], [-0.091, 3.376, -6.135], [-0.859, 4.441, -5.725], [-1.180, 4.584, -4.381], [-1.916, 5.656, -4.007], [-0.736, 3.690, -3.444], [0.023, 2.585, -3.842], [0.528, 1.689, -2.790], [0.301, 1.960, -1.598], [1.299, 0.593, -3.293], [1.483, 0.455, -4.636], [1.049, 1.298, -5.590], [0.328, 2.404, -5.205], [2.058, -0.425, -2.452], [2.854, -1.147, -3.031], [1.913, -0.403, -1.182], [1.525, -0.537, -8.400], [0.600, -0.909, -6.940], [2.368, -0.881, -6.900], [2.416, 1.537, -7.142], [-0.555, 1.312, -7.798], [0.750, 1.649, -8.950], [-0.348, 3.779, -8.226], [1.327, 3.716, -7.677], [-1.197, 5.173, -6.440], [-0.950, 3.806, -2.393], [2.066, -0.400, -4.942], [3.612, -4.266, 1.600], [2.600, -4.876, 0.970], [2.729, -6.237, 0.684], [1.709, -6.930, 0.067], [0.534, -6.282, -0.290], [0.407, -4.933, -0.042], [1.422, -4.209, 0.580], [1.261, -2.752, 0.731], [0.239, -2.211, 0.175], [2.204, -2.130, 1.390], [2.057, -0.788, 1.524], [3.070, -0.062, 1.721], [2.850, 1.660, 1.956], [4.606, 2.064, 1.635], [5.436, 0.997, 2.307], [4.758, -0.629, 1.794], [3.367, -3.306, 1.670], [3.654, -6.723, 0.958], [1.821, -7.984, -0.140], [-0.268, -6.825, -0.766], [-0.486, -4.398, -0.331], [4.789, 3.058, 2.036], [4.766, 2.067, 0.556], [5.381, 1.062, 3.395], [6.475, 1.033, 1.987]],
  "charge": -1,
  "e_homo_ev": -4.6,
  "largest_force_ev_per_a": 1.198
}

(7)
{
  "formula": "C12H33N3O3Tl",
  "method": "ωB97M-V/def2-TZVPD",
  "symbols": ["Tl", "C", "C", "C", "O", "C", "N", "H", "H", "H", "H", "H", "H", "H", "H", "H", "H", "H", "C", "C", "C", "O", "C", "N", "H", "H", "H", "H", "H", "H", "H", "H", "H", "H", "H", "C", "C", "C", "O", "C", "N", "H", "H", "H", "H", "H", "H", "H", "H", "H", "H", "H"],
  "coordinates": [[-0.107, 0.204, 0.932], [-4.277, -2.779, 1.597], [-3.203, -1.776, 1.881], [-2.291, -2.062, 3.064], [-1.361, -0.976, 3.232], [-0.635, -1.046, 4.453], [-2.440, -1.634, 0.636], [-4.856, -2.410, 0.751], [-4.997, -2.792, 2.416], [-3.814, -3.742, 1.381], [-3.706, -0.823, 2.041], [-1.848, -3.057, 3.025], [-2.902, -2.163, 3.961], [-1.301, -0.942, 5.310], [0.055, -0.205, 4.405], [-0.013, -1.940, 4.415], [-3.141, -1.368, -0.041], [-2.224, -2.549, 0.267], [0.238, -2.562, -3.430], [0.551, -1.973, -2.074], [1.956, -1.422, -1.933], [2.117, -0.911, -0.667], [3.364, -0.380, -0.437], [-0.506, -1.056, -1.723], [-0.765, -2.980, -3.515], [0.931, -3.357, -3.705], [0.384, -1.847, -4.239], [0.355, -2.714, -1.299], [2.204, -0.749, -2.753], [2.651, -2.259, -1.864], [4.201, -1.078, -0.435], [3.490, 0.090, 0.538], [3.487, 0.418, -1.169], [-0.506, -0.368, -2.463], [-1.385, -1.501, -1.944], [1.809, 4.933, 0.461], [0.960, 3.799, -0.124], [1.867, 2.750, -0.725], [1.067, 1.700, -1.327], [0.752, 1.967, -2.703], [0.229, 3.232, 0.977], [2.445, 5.350, -0.320], [2.573, 4.485, 1.097], [1.146, 5.688, 0.884], [0.331, 4.218, -0.909], [2.455, 2.157, -0.025], [2.620, 3.025, -1.463], [-0.077, 2.674, -2.747], [0.428, 1.095, -3.272], [1.587, 2.350, -3.288], [0.749, 3.561, 1.777], [-0.645, 3.726, 1.091]],
  "charge": 3,
  "e_homo_ev": -19.4,
  "largest_force_ev_per_a": 2.987
}